24
Properties=species:S:1:pos:R:3:forces:R:3 method="wB97M-V/def2-TZVPD" spin_multiplicity=6 gap_ev="4.939 / 8.756" total_energy_ev=-59903.32496 fmax_ev_per_a=5.01 total_charge=+3 lumo_ev="-16.6 / -13.6" e_homo_ev="-21.5 / -22.4" s_squared=9.78
O -1.0679 1.2862 2.0208 -2.94 1.38 -2.45
C -1.9195 1.7428 1.1806 1.65 2.03 1.85
O -1.9971 3.1565 1.1291 0.99 -4.17 -0.43
C -2.8343 0.8075 0.2472 -2.87 -0.68 0.28
F -3.6651 0.0846 1.1355 2.07 2.02 -2.17
F -3.5762 1.6296 -0.5958 2.08 -1.89 2.23
C -2.0544 -0.3003 -0.6247 -2.10 -2.68 -1.44
F -1.7283 -1.4352 0.1615 0.07 3.18 -1.58
F -3.0018 -0.7778 -1.5660 2.18 1.46 2.14
C -0.8154 0.2287 -1.4902 -0.67 1.47 -1.05
F -1.1424 1.3779 -2.2399 0.90 -3.13 2.39
F -0.5622 -0.8219 -2.5197 -1.25 1.34 1.41
C 0.5777 0.4039 -0.6716 0.11 3.45 0.06
O 0.9489 1.5779 -0.4337 -1.33 -4.02 -0.68
B 1.5386 -0.8032 -0.0938 0.68 -2.47 2.80
O 1.1906 -1.6979 0.9536 2.34 2.87 -1.98
B 2.3784 -2.0635 1.7523 1.23 0.15 0.96
O 3.6283 -1.3346 1.6596 -3.15 -0.08 -3.89
B 3.8564 -0.8368 0.3374 1.56 -0.71 2.65
O 2.8597 -0.9769 -0.7314 -2.40 1.01 1.42
H -1.3958 3.3981 0.3638 -0.61 0.58 0.44
H 2.3418 -2.9664 2.5248 -0.36 0.25 -0.34
H 4.8925 -0.3009 0.1269 -0.33 -0.11 -0.39
Dy 1.5476 -1.3785 -2.6261 2.12 -1.26 -2.24

11
Properties=species:S:1:pos:R:3:forces:R:3 method="wB97M-V/def2-TZVPD" gap_ev=9.082 relative_energy_ev=0.003 smiles="F[C@H]1C=CC(Cl)=C1Cl" total_energy_ev=-32994.85126 fmax_ev_per_a=0.81 lumo_ev=0.1 e_homo_ev=-9.0
F -2.0591 0.7387 -0.7098 -0.01 -0.04 -0.03
C -1.0717 0.3497 0.1741 0.19 0.02 -0.39
C -0.6612 -1.0918 0.0295 -0.17 -0.69 0.10
C 0.6665 -1.1774 -0.0883 -0.50 0.64 -0.02
C 1.2253 0.1994 -0.1265 -0.40 0.18 0.01
Cl 2.8980 0.5268 -0.2789 -0.16 0.00 0.02
C 0.2233 1.0881 -0.0325 0.63 0.04 -0.06
Cl 0.3244 2.7999 -0.0476 -0.03 -0.37 0.02
H -1.4348 0.5559 1.1746 -0.16 -0.01 0.38
H -1.3717 -1.9269 0.0742 0.37 0.51 -0.03
H 1.2611 -2.0625 -0.1689 0.22 -0.28 0.01

9
Properties=species:S:1:pos:R:3:forces:R:3 method="wB97M-V/def2-TZVPD" gap_ev=10.526 relative_energy_ev=0.147 smiles=C#CC#CCF total_energy_ev=-7946.97686 fmax_ev_per_a=2.50 lumo_ev=0.7 e_homo_ev=-9.8
C 3.1635 -0.3970 0.1058 -0.77 0.01 -0.78
C 1.9935 -0.1949 -0.0895 -0.86 -0.04 0.42
C 0.6035 -0.0322 -0.1214 2.49 -0.07 0.18
C -0.5664 0.1366 -0.0073 -1.14 -0.31 -0.31
C -1.9940 0.2911 0.0263 -1.27 1.00 0.45
F -2.7141 -0.8956 -0.0129 0.40 -0.05 0.02
H 4.1675 -0.6614 -0.0420 0.73 -0.02 0.29
H -2.2967 0.8373 0.9378 0.17 -0.35 -0.15
H -2.3569 0.9160 -0.7967 0.24 -0.18 -0.13

16
Properties=species:S:1:pos:R:3:forces:R:3 method="wB97M-V/def2-TZVPD" gap_ev=9.734 relative_energy_ev=0.909 total_energy_ev=-33862.02597 fmax_ev_per_a=5.15 lumo_ev=-0.2 e_homo_ev=-9.9
C 1.4075 -0.1843 -0.4142 -2.03 0.95 0.92
C -0.7586 0.0219 0.4498 3.87 1.09 -3.22
C 2.7657 -0.3627 -1.0623 -0.75 -1.91 3.24
C -1.2506 0.5943 1.7244 1.46 0.52 0.15
C -1.8327 -0.0587 -0.6234 0.66 -1.24 0.32
N 0.7006 0.9234 -0.3929 -1.68 -3.15 1.46
F -2.0411 -0.2888 2.3163 -0.12 -0.17 0.85
F -0.1931 0.9041 2.5044 -0.57 -0.32 0.28
F -1.9271 1.7137 1.5205 -0.43 0.35 0.06
F -2.1951 1.1213 -1.0891 0.24 -0.08 -0.56
F -1.3729 -0.8936 -1.5996 -0.93 1.16 -0.03
F -2.9312 -0.6263 -0.0909 -0.18 -0.17 -0.34
S 0.4057 -1.4329 0.4543 0.50 1.11 -0.17
H 2.6820 -0.1541 -2.0411 -0.13 1.64 -3.44
H 2.9861 -1.4359 -1.1264 0.14 0.11 0.63
H 3.5548 0.1586 -0.5296 -0.04 0.13 -0.14

12
Properties=species:S:1:pos:R:3:forces:R:3 method="wB97M-V/def2-TZVPD" spin_multiplicity=2 gap_ev="8.773 / 6.900" relative_energy_ev=0.000 total_energy_ev=-16507.82167 fmax_ev_per_a=8.47 total_charge=+3 lumo_ev="-15.7 / -16.1" e_homo_ev="-24.4 / -23.0" s_squared=1.79
C 1.1709 1.7149 -0.6952 -0.97 -1.27 1.49
C 1.9397 2.7019 -0.9813 3.98 4.85 -2.50
O 2.6423 3.5556 -1.3797 -2.36 -2.76 1.44
C 0.5560 0.8579 0.3137 -0.40 -0.19 -0.79
C 0.0709 -0.3932 -0.3373 0.30 0.28 -0.47
O -0.2012 -1.3854 0.3391 1.82 6.91 0.64
C -3.6220 -2.4927 1.2060 -1.64 0.54 0.59
O -2.6658 -2.9974 0.8468 -0.87 -0.31 0.24
In -0.7274 -3.1053 0.2437 0.06 -8.42 -0.95
H 1.2057 0.6249 1.1698 0.14 0.18 0.01
H -0.3431 1.3779 0.7090 0.01 0.01 0.13
H -0.0260 -0.4590 -1.4345 -0.05 0.19 0.17

9
Properties=species:S:1:pos:R:3:forces:R:3 method="wB97M-V/def2-TZVPD" gap_ev="9.354 / 9.355" relative_energy_ev=3.794 total_energy_ev=-6716.92915 fmax_ev_per_a=8.12 lumo_ev="-0.1 / -0.1" e_homo_ev="-9.4 / -9.4"
C 0.9551 0.0890 -0.0142 -8.04 -0.80 0.87
C -1.8186 1.1114 0.1036 3.23 -0.10 -0.30
C -0.9939 -1.2071 -0.0084 -1.74 -0.07 0.50
C -0.0461 1.0772 0.0288 1.63 1.63 -0.52
C 0.3444 -1.2728 0.0832 1.22 1.07 -1.07
N -1.5809 -0.1053 0.0012 0.91 -2.43 0.09
H 1.9051 0.4282 -0.0663 3.00 0.50 -0.11
H 0.3467 2.0689 -0.1482 -0.55 0.49 0.31
H 0.8882 -2.1896 0.0204 0.34 -0.29 0.23